Entry 1:
A 10-piece molecular cluster, C36H95N4O14 overall at a distorted geometry, computed with wB97M-V/def2-TZVPD.

HOMO-LUMO gap in Ha: 0.144
HOMO level in eV: -2.0135
Energy relative to the best compared isomer or geometry (same formula, charge and spin) in kJ/mol: 536.0
Total charge: -1

Positions of all 149 atoms, in Å:
C  8.490  -4.215  9.802
H  -4.724  -1.083  -1.890
N  6.712  -4.952  8.163
H  -3.513  8.433  8.176
H  -2.881  -6.779  -6.146
H  8.146  -3.182  9.744
H  4.878  -6.459  5.859
H  -3.650  7.666  -2.398
O  9.858  -4.335  9.956
C  5.909  -8.117  -1.817
O  -3.792  6.460  7.889
H  7.799  3.076  -9.010
H  -4.066  12.299  -3.711
H  6.534  1.260  -8.480
O  -7.411  -8.429  -1.243
H  5.838  -1.089  -2.458
H  -6.406  -0.448  0.082
H  6.224  -7.074  -1.811
C  -5.082  -7.742  -1.102
N  -1.249  6.893  6.279
O  6.644  2.195  -6.711
C  8.323  2.413  -8.321
H  8.822  2.987  -7.540
H  1.123  6.072  3.917
O  -1.580  7.346  -3.738
O  -4.563  10.258  -3.692
H  4.036  -5.028  3.992
C  -0.397  7.180  5.164
H  -5.275  -6.713  -1.408
H  8.623  -5.836  8.383
H  -4.994  0.569  0.242
C  0.353  5.885  4.666
H  -5.702  -9.619  -0.614
H  -5.826  10.542  -1.961
H  7.676  0.541  -7.321
H  -2.542  -8.467  -5.830
H  -5.948  -2.579  -3.531
H  -4.142  -7.896  -1.633
H  0.289  7.987  5.421
C  4.747  -4.336  4.444
H  6.550  -8.819  -3.870
H  0.198  -1.097  -3.778
O  4.694  -8.003  -4.049
H  -1.543  -7.565  -6.870
C  -5.515  -0.337  -1.824
H  5.343  -9.728  -3.199
N  -6.718  -0.893  -2.505
C  7.260  1.476  -7.696
H  -2.945  -9.026  -8.270
C  5.666  -8.688  -3.246
C  -1.970  8.052  6.779
H  -1.233  3.161  4.613
H  8.660  -4.336  7.584
C  -8.658  -3.489  -5.985
H  6.747  -6.675  6.881
C  -6.889  2.057  0.661
C  -3.911  9.963  -1.231
C  -2.781  7.941  -1.801
O  4.807  -4.324  5.859
H  -5.308  5.386  8.934
H  -9.310  -2.723  -6.403
H  7.873  -0.210  -2.023
C  -5.052  9.907  -2.392
H  6.133  -0.631  0.448
H  6.912  -5.143  6.068
H  -7.814  -9.029  -0.612
H  5.700  0.541  -0.745
H  7.236  0.841  0.064
H  -4.801  6.938  9.630
C  -7.740  -1.749  -4.568
H  8.125  -1.471  -0.912
O  2.089  -1.306  -4.515
H  -5.368  8.884  -2.591
O  6.453  -1.631  -1.957
H  -0.149  -3.139  -2.831
H  -5.876  -9.304  -2.353
H  5.926  1.634  -6.406
H  6.767  -8.744  -1.573
C  8.153  -4.853  8.398
C  -3.327  -8.059  -7.941
C  -2.847  7.592  7.982
H  -6.975  1.328  1.466
N  -2.603  9.352  -1.666
C  5.000  -5.555  6.456
H  -1.208  8.775  7.070
H  -4.631  11.812  -5.277
C  0.851  -3.113  -3.264
H  4.433  -3.344  4.120
O  -4.726  -8.156  -7.727
H  0.430  6.937  -3.984
H  -4.218  9.348  -0.385
H  -2.174  9.693  -2.514
H  -5.133  0.462  -2.459
H  7.980  -4.575  10.695
O  -6.632  1.415  -0.545
C  6.560  0.058  -0.281
H  -1.880  6.166  5.972
C  7.341  -0.814  -1.289
H  5.675  -4.653  3.968
H  10.593  -6.228  9.955
H  -2.950  7.602  -0.779
H  -5.018  -7.409  -7.199
H  11.272  -5.232  11.171
H  -0.592  7.535  -2.031
C  -6.430  -1.624  -3.738
H  -9.279  -4.067  -5.300
C  -2.593  -7.717  -6.619
C  6.395  -5.643  6.888
C  -5.763  0.245  -0.460
C  -6.040  -8.895  -1.356
H  6.281  -4.045  8.264
H  9.630  -5.879  11.469
H  5.028  -8.196  -1.180
C  10.318  -5.497  10.715
C  -4.455  6.036  9.125
H  -2.325  7.501  8.934
C  -1.555  7.160  -2.378
H  -7.409  -0.170  -2.643
H  -1.431  6.101  -2.150
H  -0.478  7.144  -5.421
H  -0.171  3.108  3.298
C  -0.547  6.725  -4.417
H  -8.538  -1.938  -3.850
H  -6.179  2.833  0.946
H  0.482  3.487  4.874
C  -0.361  3.676  4.209
H  0.921  5.546  5.532
C  -4.803  11.669  -4.210
H  -3.040  -7.354  -8.721
H  -7.799  -0.788  -5.080
H  1.589  -3.425  -2.525
H  9.099  1.821  -8.807
H  -8.367  -4.120  -6.825
H  -0.799  5.690  -4.648
O  -0.651  5.085  4.211
O  -7.467  -2.895  -5.390
H  1.317  -1.037  -2.594
H  -4.761  -7.663  -0.063
H  -7.857  2.553  0.591
H  3.828  -8.349  -3.821
H  -5.720  -1.149  -4.416
H  0.960  -3.685  -4.186
H  -2.486  8.374  5.875
H  -0.879  7.685  4.326
H  -3.850  11.002  -0.908
H  -5.827  12.034  -4.133
H  -3.687  5.529  9.710
H  4.373  -5.739  7.329
C  1.115  -1.614  -3.497

***

Entry 2:
C36H96As3F24N9O17 as an isolated structure at a distorted geometry, computed with wB97M-V/def2-TZVPD.

HOMO-LUMO gap in Ha: 0.077
HOMO level in eV: -4.1311
Energy relative to the best compared isomer or geometry (same formula, charge and spin) in kJ/mol: 0.0

Positions of all 185 atoms, in Å:
H  14.876  8.800  -8.391
F  7.588  7.177  -5.978
H  13.089  8.978  -8.316
H  9.773  -9.700  -13.243
H  3.011  4.278  -11.946
C  5.997  -2.950  -15.445
N  11.790  -1.886  -13.958
F  17.648  -0.324  -8.096
H  7.576  -0.736  -3.356
C  13.025  -5.310  -5.185
C  5.270  -3.888  -16.316
H  5.098  -3.355  -2.791
N  11.173  1.787  -0.655
H  15.775  6.280  -8.961
F  9.340  8.119  -7.480
C  9.228  -8.778  -10.823
H  -0.887  2.821  -12.531
H  14.857  -6.510  -5.730
H  11.270  -2.407  -13.266
F  8.369  5.740  -8.155
O  11.282  -2.455  -16.837
H  9.175  -8.261  -16.447
C  7.313  -3.026  -8.852
O  8.940  1.713  -14.398
H  8.031  2.154  -3.591
F  5.407  -9.296  -4.749
H  5.999  -4.681  -16.480
H  9.838  -2.734  -18.487
C  3.135  2.643  -10.581
H  19.520  1.916  -2.789
H  4.095  1.425  -8.980
O  6.916  2.110  -14.632
H  6.544  -8.387  -12.453
H  20.025  4.213  -3.579
H  14.015  8.412  -7.004
F  4.519  -5.316  -20.374
As  5.673  -10.214  -6.288
H  3.468  1.981  -11.380
H  9.383  -9.852  -10.925
H  12.750  -3.765  -16.646
H  14.788  5.123  -8.287
C  12.738  -2.599  -14.884
H  12.090  -4.452  -6.924
C  6.531  -0.465  -3.507
H  4.444  -4.321  -15.752
H  9.911  -3.918  -17.249
H  5.179  1.274  -3.323
C  5.897  -2.732  -3.196
C  13.753  6.913  -8.670
C  7.028  2.047  -4.004
C  3.917  2.473  -9.223
H  4.942  2.843  -9.252
O  0.889  2.971  -11.546
C  6.212  0.969  -3.160
H  10.263  1.233  -7.195
O  3.240  -2.628  -18.993
H  13.480  -5.176  -7.190
H  7.216  1.046  -1.341
C  11.998  -6.427  -5.116
C  12.337  4.962  -10.683
H  16.314  -0.003  -4.347
H  10.151  -0.107  -9.186
H  3.510  2.895  -8.304
H  12.849  -4.500  -4.478
H  1.259  2.903  -9.489
F  6.352  -2.133  -8.588
F  5.829  -3.710  -20.170
N  6.283  1.206  -1.692
H  -1.052  3.176  -10.723
H  10.932  -6.207  -5.161
H  15.300  1.310  -3.757
F  7.820  7.855  -9.435
N  7.850  1.908  -13.857
C  19.661  3.733  -4.487
C  13.481  7.011  -10.162
C  14.422  -5.921  -4.923
H  4.459  4.193  -11.276
H  13.479  -3.652  -6.536
C  10.198  0.144  -7.204
N  13.021  -4.552  -6.543
O  9.171  -1.725  -8.258
F  7.005  9.089  -7.509
O  4.719  -3.129  -17.403
H  3.383  -4.495  -18.074
C  16.313  1.050  -4.065
F  5.651  -11.855  -5.468
C  -0.503  2.677  -11.521
F  17.705  0.902  -10.195
H  7.174  -9.883  -12.643
C  8.557  -8.320  -12.139
O  13.595  5.674  -10.648
F  7.456  -3.700  -7.637
N  3.476  4.089  -11.069
H  11.029  -1.326  -14.314
C  10.532  -3.205  -17.791
H  16.801  -5.812  -3.563
H  12.237  4.386  -9.763
H  13.394  -1.813  -15.259
As  16.444  -0.106  -9.442
H  12.282  4.318  -11.561
C  9.741  -8.444  -15.534
H  15.347  6.207  -7.368
O  15.372  -4.825  -4.807
F  3.957  -10.580  -6.548
H  11.119  -3.841  -18.454
H  16.632  1.657  -4.913
H  16.148  1.858  -1.351
C  9.427  -0.362  -8.411
H  19.398  4.553  -5.155
H  12.382  -1.328  -13.360
H  20.496  3.230  -4.974
H  17.031  3.032  -2.094
H  19.195  0.895  -4.136
H  12.324  -7.274  -5.719
F  6.009  6.844  -8.015
H  8.610  -8.629  -9.937
H  13.052  -4.304  -13.426
H  17.622  2.074  -0.912
H  14.096  -4.157  -14.743
H  10.631  -7.822  -15.443
H  6.452  -3.489  -14.614
C  8.622  -2.358  -9.384
C  4.019  -3.710  -18.483
N  7.220  -9.042  -12.086
F  15.140  -0.987  -8.582
F  6.710  -3.914  -9.627
H  10.229  -8.364  -10.711
H  6.800  -2.409  -15.946
C  13.540  -3.543  -14.035
C  9.495  -8.648  -13.307
O  10.270  2.484  -0.100
O  7.772  2.099  -12.674
H  11.228  -0.148  -7.408
H  10.420  -8.092  -13.154
F  17.055  -1.609  -10.202
H  17.245  -4.277  -3.985
C  16.764  -5.149  -4.428
C  17.435  1.192  -2.949
H  7.207  1.685  -5.016
H  6.907  -9.216  -11.142
F  7.453  -10.151  -6.143
H  17.418  0.198  -2.503
H  6.517  3.010  -4.014
H  5.304  -2.219  -15.031
O  8.853  -8.217  -14.472
H  5.659  0.702  -1.078
N  17.050  2.084  -1.744
F  15.318  0.126  -10.867
H  11.361  5.442  -10.754
H  14.266  -6.551  -4.047
H  6.130  2.191  -1.531
C  18.799  1.751  -3.590
H  8.425  -1.734  -10.256
H  8.366  -7.248  -12.078
H  14.318  -3.081  -13.427
O  12.362  1.896  -0.386
H  6.469  -0.583  -4.589
H  17.285  -5.615  -5.264
H  5.676  -2.862  -4.255
F  6.035  -11.014  -7.852
C  1.628  2.446  -10.407
H  9.861  -0.237  -6.240
H  1.433  1.374  -10.363
F  5.629  -8.617  -7.133
H  8.481  0.174  -8.491
H  11.421  -4.149  -15.559
C  13.939  8.334  -8.089
H  3.102  4.781  -10.436
As  7.708  7.402  -7.773
C  12.007  -3.331  -15.976
H  12.512  7.452  -10.398
F  5.939  -5.110  -18.788
C  5.036  -4.477  -19.475
H  -0.607  1.606  -11.342
N  15.016  6.106  -8.317
O  5.692  -1.384  -2.725
O  9.631  -3.124  -9.955
O  10.789  1.014  -1.571
O  18.559  2.904  -4.356
H  12.953  6.497  -8.058
H  10.042  -9.490  -15.586
H  14.273  7.504  -10.726
F  15.907  1.457  -8.742
H  12.129  -6.766  -4.089
H  6.869  -3.080  -2.848